The following is a DFT calculation (ωB97M-V/def2-TZVPD) of C27H40AsBrN4O6PdS as an isolated structure.

ΔE to the lowest compared entry with this formula, charge and spin, eV: 1.960
Multiplicity: 1
E_HOMO (spin up / spin down), eV: -14.4 / -14.4
Net charge: +2

Each line ends with the Löwdin charge.
Element x y z (Å)
1 Pd -0.0514 -0.0930 0.3961  1.00
2 Br 1.2048 3.0778 -0.1829  0.89
3 As -3.3678 -0.9835 -0.8802  1.28
4 S 5.7031 2.8479 -2.6804  0.65
5 O 4.4916 2.3982 -3.3342  -0.34
6 O 6.9574 2.2962 -3.0934  -0.27
7 O 0.4158 -2.1691 -0.1065  -0.07
8 O 6.2155 1.1521 1.7919  0.12
9 O -2.1231 -1.1157 0.5473  -0.49
10 O 4.9940 0.4311 3.4314  0.13
11 N -1.0930 1.8536 0.7639  -0.05
12 N 4.1340 0.5208 -0.0115  0.07
13 N 5.1961 0.6879 2.2659  -0.32
14 N 2.0977 -0.0130 0.5877  -0.02
15 C -2.2982 0.2570 -1.9677  -0.29
16 C -4.2084 -1.2662 2.4700  -0.06
17 C -4.6508 2.7603 1.5643  -0.02
18 C -3.5723 -4.6073 0.8263  0.00
19 C -1.3195 4.2065 0.4394  -0.07
20 C 4.1002 0.4274 1.3716  -0.11
21 C -1.4578 -3.4126 0.7407  -0.13
22 C 5.2526 0.9051 -0.8743  -0.12
23 C -2.3733 1.8087 1.1511  -0.09
24 C 2.8981 0.2546 -0.4509  -0.36
25 C -1.6201 -5.7513 -0.2270  -0.01
26 C -2.9556 -2.5275 -2.0131  -0.28
27 C 5.4517 2.4259 -0.9242  -0.18
28 C 2.4851 0.2232 -1.8771  0.00
29 C -0.5851 3.0387 0.4109  -0.71
30 C -1.1029 -1.8132 2.6247  0.00
31 C -2.0430 -2.2271 1.4764  -0.45
32 C -5.6814 -3.6687 1.7097  -0.01
33 C -3.4081 -2.5353 2.1570  -0.24
34 C 5.7536 4.6536 -2.7331  -0.28
35 C -4.2090 -3.6236 1.4975  -0.19
36 C -2.6502 4.1355 0.8188  0.03
37 C -2.1816 -4.5585 0.4902  -0.17
38 C 6.3518 5.0850 -4.0607  -0.11
39 C -3.2105 2.9137 1.1790  -0.22
40 C 2.8300 0.0986 1.7278  -0.01
41 C -0.2049 -3.2316 0.0975  -0.14
42 H -2.4275 0.0073 -3.0204  0.04
43 H 6.3122 2.7472 -0.3438  0.11
44 H -0.1492 -1.4325 2.2645  0.05
45 H 6.1581 0.4211 -0.5294  0.14
46 H -0.8608 5.1432 0.1604  0.12
47 H 5.0226 0.5344 -1.8721  0.12
48 H -4.1419 -5.4618 0.4820  0.13
49 H 2.8266 -0.6998 -2.3508  0.12
50 H 2.4437 -0.0801 2.7163  0.14
51 H 2.9032 1.0597 -2.4398  0.07
52 H 7.3880 4.7632 -4.1395  0.08
53 H 1.3990 0.2520 -1.9309  0.05
54 H -5.1297 2.0031 0.9412  0.09
55 H 6.3561 4.9674 -1.8798  0.11
56 H -6.1535 -2.7960 1.2518  0.10
57 H -5.1906 3.6966 1.4472  0.09
58 H -1.2385 0.1429 -1.7252  -0.01
59 H -4.6711 -0.8483 1.5763  0.04
60 H -1.5696 -1.0465 3.2427  0.09
61 H -3.3726 -2.3061 -2.9970  0.05
62 H -4.7488 2.4383 2.6021  0.10
63 H -2.5983 1.2924 -1.8234  0.02
64 H -2.7449 0.8368 1.4515  0.08
65 H -0.8702 -6.2455 0.3949  0.11
66 H 4.5547 2.9680 -0.6220  0.10
67 H -3.5697 -0.5080 2.9217  0.07
68 H 5.7920 4.6645 -4.8957  0.09
69 H 0.2520 -4.1310 -0.3292  0.15
70 H -0.8855 -2.6794 3.2470  0.12
71 H -3.1363 -2.9800 3.1232  0.17
72 H 6.3188 6.1703 -4.1402  0.09
73 H -1.8820 -2.6757 -2.1112  0.04
74 H -1.1456 -5.4925 -1.1729  0.09
75 H -3.4312 -3.4288 -1.6366  0.02
76 H -6.1171 -4.5657 1.2769  0.10
77 H 4.7165 4.9646 -2.6137  0.10
78 H -2.4044 -6.4739 -0.4348  0.09
79 H -4.9976 -1.4855 3.1855  0.10
80 H -3.2496 5.0371 0.8288  0.14
81 H -5.9226 -3.6353 2.7746  0.11

---

The following is a DFT calculation (ωB97M-V/def2-TZVPD) of C27H40N3O3S4Ti as an isolated structure.

ΔE to the lowest compared entry with this formula, charge and spin, eV: 1.325
Multiplicity: 3
E_HOMO (spin up / spin down), eV: -9.6 / -11.0
Net charge: +1
Expectation value of S²: 2.003

Each line ends with the Löwdin charge.
Element x y z (Å)
1 Ti -0.8964 -0.1297 1.3499  0.71
2 S -2.4678 -1.8021 0.0495  0.85
3 S -0.3677 0.0902 -1.9712  0.86
4 S 0.9534 -2.7955 -1.3127  0.92
5 S -3.2791 1.3829 -1.5264  0.87
6 O 1.1714 -0.6942 1.1026  -0.15
7 O -0.0950 0.0822 3.1870  -0.15
8 O 1.6383 -0.3483 4.5323  0.12
9 N -0.2121 3.9838 1.9578  -0.14
10 N -1.9661 2.6081 2.6124  -0.15
11 N -0.6232 1.9551 0.8536  0.06
12 C 3.9035 -0.8158 1.2768  -0.02
13 C -0.8069 5.1866 2.5239  -0.03
14 C -0.6458 -3.6394 -1.1165  -0.48
15 C 1.2203 -5.1285 2.1254  -0.05
16 C -1.9132 -2.8318 -1.3509  -0.49
17 C 3.8493 -1.8429 3.4443  -0.03
18 C -0.9228 -4.1348 2.5170  -0.08
19 C 3.1716 -1.3224 2.3431  -0.16
20 C -0.9053 2.8403 1.7721  -0.43
21 C 0.9676 -0.5863 -3.0110  -0.49
22 C 5.9610 -1.3576 2.3957  -0.08
23 C 1.0787 4.1535 1.3157  -0.03
24 C -4.0159 -1.1541 -0.6541  -0.49
25 C 1.8117 -3.8718 2.1420  -0.01
26 C 1.6603 -1.3249 2.3216  -0.28
27 C -0.1449 -5.2680 2.3269  -0.08
28 C -2.9442 1.6239 2.2003  -0.07
29 C 1.0562 -0.4556 3.4843  -0.53
30 C -2.2952 1.7535 -3.0137  -0.51
31 C -3.8999 -0.2843 -1.8982  -0.52
32 C -1.7897 2.7209 4.0620  -0.03
33 C 0.8905 -2.1077 -3.0009  -0.50
34 C 5.2938 -0.8347 1.3019  -0.07
35 C 5.2326 -1.8595 3.4674  -0.06
36 C 1.0478 -2.7297 2.3596  -0.13
37 C -0.7966 1.6693 -2.7680  -0.50
38 C -0.3295 -2.8814 2.5248  -0.07
39 H 0.9828 4.5081 0.2835  0.10
40 H -4.4934 -0.6138 0.1645  0.08
41 H 1.9335 -0.2470 -2.6380  0.08
42 H -0.6443 -4.4904 -1.7971  0.09
43 H -0.9693 -2.0241 2.7100  0.08
44 H 3.3988 -0.3834 0.4230  0.11
45 H -0.2450 1.7507 -3.7044  0.08
46 H 0.0471 2.2685 0.1670  0.05
47 H 5.8516 -0.4345 0.4651  0.10
48 H -2.6297 0.5745 2.4134  0.06
49 H 7.0426 -1.3725 2.4190  0.11
50 H -0.9127 3.3200 4.2864  0.09
51 H -1.8595 5.0215 2.7296  0.09
52 H -3.8475 1.7669 2.7913  0.11
53 H 1.6518 4.8906 1.8747  0.10
54 H -3.1801 1.7449 1.1473  0.04
55 H -3.2301 -0.7303 -2.6298  0.05
56 H 1.6310 3.2148 1.3295  0.10
57 H -2.7428 -3.5192 -1.5288  0.10
58 H 3.2887 -2.2239 4.2863  0.13
59 H -2.6679 3.1859 4.5114  0.10
60 H -1.6291 1.7321 4.4961  0.09
61 H -0.7157 6.0051 1.8071  0.10
62 H -0.5987 -6.2502 2.3349  0.11
63 H -4.6366 -2.0242 -0.8734  0.09
64 H 1.3138 -1.3006 0.3489  0.00
65 H -1.8021 -2.1831 -2.2166  0.02
66 H -2.5674 2.7605 -3.3297  0.08
67 H 1.7325 -2.5286 -3.5492  0.08
68 H 5.7464 -2.2631 4.3300  0.11
69 H -1.9912 -4.2220 2.6682  0.11
70 H -2.6045 1.0628 -3.7970  0.08
71 H -0.4793 2.4867 -2.1205  0.06
72 H -4.8902 -0.2001 -2.3467  0.09
73 H 0.8392 -0.2140 -4.0274  0.08
74 H -0.3016 5.4766 3.4468  0.10
75 H -0.0278 -2.4535 -3.4745  0.08
76 H 1.8371 -6.0026 1.9627  0.11
77 H -0.6074 -4.0365 -0.1018  0.05
78 H 2.8784 -3.7836 1.9901  0.12